Formula: C33H58BrClIN3O7S
Source: the OMol25 dataset
Level of theory: wB97M-V/def2-TZVPD

Structure (XYZ):
```
105
Properties=species:S:1:pos:R:3
C 4.409 -3.538 0.089
C 3.318 -3.553 0.605
C 2.046 -3.197 1.253
C 0.859 -3.356 0.561
C -0.419 -2.998 1.126
N -1.528 -3.180 0.339
C -2.620 -2.847 0.998
C -3.955 -3.043 0.240
C -4.232 -1.866 -0.735
O -4.716 -2.351 -2.005
C -5.237 -0.802 -0.229
N -4.605 0.218 0.661
C -2.659 -2.340 2.370
I -4.491 -1.863 3.373
N -1.579 -2.146 3.078
C -0.414 -2.491 2.445
C 0.832 -2.330 3.172
Br 0.708 -1.580 4.955
C 2.062 -2.686 2.619
C 3.340 -2.523 3.429
C 4.324 -1.429 2.896
C 3.656 -0.074 2.507
C 4.423 0.539 1.284
S 3.643 0.199 -0.316
O 2.367 -0.443 -0.209
O 4.573 -0.500 -1.159
Cl 3.350 2.041 -1.238
H 5.455 -3.528 -0.187
H 0.910 -3.754 -0.458
H -3.791 -3.936 -0.401
H -4.790 -3.299 0.910
H -3.259 -1.361 -0.926
H -4.564 -1.602 -2.598
H -5.598 -0.259 -1.133
H -6.142 -1.225 0.243
H -5.317 0.435 1.358
H -4.511 1.085 0.135
H 3.882 -3.492 3.366
H 3.177 -2.338 4.498
H 5.020 -1.209 3.733
H 4.955 -1.862 2.100
H 3.797 0.649 3.334
H 2.569 -0.137 2.334
H 4.560 1.628 1.390
H 5.429 0.082 1.254
C 2.023 4.993 0.283
C 1.325 6.266 -0.166
O 2.072 7.441 0.093
C 3.325 7.539 -0.562
C 3.216 7.559 -2.077
H 2.355 5.081 1.319
H 1.349 4.139 0.199
H 2.903 4.784 -0.327
H 0.393 6.374 0.390
H 1.053 6.211 -1.225
H 3.996 6.740 -0.226
H 3.769 8.478 -0.228
H 2.884 6.595 -2.468
H 4.185 7.785 -2.525
H 2.493 8.310 -2.400
C 8.583 10.240 0.958
C 7.466 9.296 0.544
O 7.392 8.125 1.338
C 7.120 8.321 2.715
C 5.773 8.972 2.980
H 9.530 9.703 1.036
H 8.690 11.044 0.229
H 8.383 10.696 1.929
H 7.650 8.956 -0.476
H 6.500 9.813 0.533
H 7.929 8.887 3.189
H 7.130 7.328 3.168
H 5.759 10.011 2.644
H 5.548 8.963 4.047
H 4.980 8.444 2.447
C -7.153 -4.883 -2.485
C -6.783 -5.543 -1.169
O -7.211 -4.813 -0.030
C -8.608 -4.636 0.114
C -9.371 -5.941 0.272
H -6.839 -3.837 -2.492
H -6.674 -5.401 -3.318
H -8.232 -4.905 -2.656
H -5.695 -5.601 -1.097
H -7.155 -6.572 -1.126
H -9.008 -4.047 -0.719
H -8.744 -4.035 1.015
H -9.359 -6.526 -0.649
H -10.413 -5.743 0.528
H -8.924 -6.555 1.056
C -2.489 -7.402 -4.566
C -3.224 -6.602 -3.503
O -2.367 -6.023 -2.537
C -1.428 -5.077 -3.023
C -2.073 -3.856 -3.654
H -1.803 -8.115 -4.105
H -3.199 -7.945 -5.191
H -1.899 -6.754 -5.218
H -3.887 -7.272 -2.952
H -3.861 -5.836 -3.959
H -0.726 -5.554 -3.717
H -0.844 -4.762 -2.157
H -2.576 -4.107 -4.591
H -1.321 -3.096 -3.873
H -2.823 -3.432 -2.984
```

Results
- HOMO-LUMO gap (eV) = 8.19
- LUMO level (eV) = -0.470
- structure (SMILES) = C#Cc1cc2nc(C[C@@H](O)CN)c(I)nc2c(Br)c1CCCCS(=O)(=O)Cl.CCOCC.CCOCC.CCOCC.CCOCC
- electronic energy (Eh) = -5713.073191

Here are the Löwdin charges for atoms 1 to 6, given in e: 0.127, -0.071, -0.177, 0.049, -0.181, 0.207